19
Properties=species:S:1:pos:R:3:forces:R:3 method="wB97M-V/def2-TZVPD" fmax_ha_per_bohr=0.080 de_lowest_kcal_mol=3.7 homo_energy_ev=-13.92 charge=+1
C -2.649215 0.465252 1.022048 -1.2 2.7 -1.3
C -1.662806 1.379657 0.701648 -0.1 -3.7 0.2
C -3.673047 0.679414 0.064375 0.7 -0.8 0.8
C -0.530551 -0.049527 -0.154983 -1.6 3.0 -2.4
N -1.970148 2.558646 0.208831 3.0 -0.6 0.1
N -3.949283 1.826815 -0.497323 -1.0 -2.1 -0.2
N -3.140212 2.775535 -0.264100 -0.9 3.1 -0.2
N 0.134287 0.628048 -1.192146 0.3 -1.0 2.3
N 0.356865 -0.742463 0.813614 -0.8 -2.0 -2.9
O -2.892489 -2.948749 -0.350839 -0.3 0.6 0.6
O -2.468010 -0.830552 1.335647 0.3 -1.2 1.2
O -3.977550 -0.536875 -0.502631 -0.1 -0.3 -0.2
O -1.380561 -1.016361 -0.751800 1.0 1.3 0.4
P -2.761577 -1.536416 -0.086200 -0.5 -0.9 -0.7
H 0.432620 1.534767 -0.865082 0.0 0.3 -0.8
H -0.228033 0.510375 -2.115624 -0.2 0.2 -0.4
H -0.103382 -0.642724 1.687819 -0.3 -0.7 1.5
H 1.210753 -0.195356 0.800640 0.8 -0.6 0.1
H 0.339279 -1.792655 0.353303 0.9 2.7 1.9

***

11
Properties=species:S:1:pos:R:3:forces:R:3 method="wB97M-V/def2-TZVPD" fmax_ha_per_bohr=0.027 de_lowest_kcal_mol=81.1 homo_energy_ev=-11.23
C 1.315967 0.399132 -0.177505 0.1 -0.1 0.0
C 0.294919 -0.670943 0.106201 0.7 -0.1 -0.2
O -0.573452 -0.445993 1.223178 -0.1 0.4 0.0
C -1.113992 -0.411991 -0.063178 0.0 -0.7 -0.6
C -2.309831 1.248095 -0.174538 -0.3 0.8 -0.4
N -1.369621 0.909218 -0.827496 -0.7 -0.4 1.1
H 2.197219 0.235000 0.447464 -0.1 0.0 -0.1
H 1.625050 0.359255 -1.227035 0.0 0.0 0.1
H 0.922383 1.398409 0.024538 0.0 -0.2 0.0
H 0.614378 -1.694353 -0.043875 0.1 -0.1 0.3
H -1.855815 -1.192496 -0.257937 0.3 0.4 -0.2

***

11
Properties=species:S:1:pos:R:3:forces:R:3 method="wB97M-V/def2-TZVPD" fmax_ha_per_bohr=0.058 de_lowest_kcal_mol=174.2 homo_energy_ev=-8.39
C -0.270702 -0.910750 1.064812 0.0 -0.1 -2.5
C 1.225584 0.586508 -0.082084 0.0 -2.3 -1.9
C -0.547146 0.208107 -0.090296 -0.4 -0.4 -0.6
C 0.757753 -0.779054 -0.054498 0.2 1.1 1.5
N -1.382849 -0.294587 -1.266558 0.6 0.1 0.0
O -1.166422 0.220512 -2.319780 0.0 0.1 0.6
H -0.246381 -0.412056 2.032881 0.2 -0.2 0.1
H -0.738545 -1.969937 0.966698 0.2 2.4 0.4
H 1.755062 0.842193 -1.037739 -0.9 0.2 0.9
H 1.415996 1.206639 0.768820 -0.1 0.5 0.6
H -0.802351 1.302424 0.017746 0.1 -1.3 0.8

***

11
Properties=species:S:1:pos:R:3:forces:R:3 method="wB97M-V/def2-TZVPD" fmax_ha_per_bohr=0.011 smiles="CC=C=CN=O" de_lowest_kcal_mol=94.3 homo_energy_ev=-9.03
C 0.051659 -1.479878 1.029362 0.1 0.0 0.1
C -0.685711 -0.624599 0.035490 0.0 0.3 -0.1
C -0.467073 0.642961 -0.169331 0.0 -0.2 -0.1
C -0.115572 1.849319 -0.551435 -0.1 -0.1 0.1
N 0.929108 2.033746 -1.550522 0.2 -0.5 0.0
O 1.569688 1.039987 -1.793016 -0.2 0.5 0.0
H 0.775131 -0.895574 1.602441 -0.1 -0.1 -0.1
H -0.640407 -1.970137 1.721438 0.1 0.1 -0.1
H 0.593409 -2.264075 0.488969 -0.1 0.1 0.1
H -1.436036 -1.107551 -0.590602 0.1 0.1 0.1
H -0.574195 2.775801 -0.222793 0.1 -0.2 0.0

***

Copy entry 3 word for word.
11
Properties=species:S:1:pos:R:3:forces:R:3 method="wB97M-V/def2-TZVPD" fmax_ha_per_bohr=0.058 de_lowest_kcal_mol=174.2 homo_energy_ev=-8.39
C -0.270702 -0.910750 1.064812 0.0 -0.1 -2.5
C 1.225584 0.586508 -0.082084 0.0 -2.3 -1.9
C -0.547146 0.208107 -0.090296 -0.4 -0.4 -0.6
C 0.757753 -0.779054 -0.054498 0.2 1.1 1.5
N -1.382849 -0.294587 -1.266558 0.6 0.1 0.0
O -1.166422 0.220512 -2.319780 0.0 0.1 0.6
H -0.246381 -0.412056 2.032881 0.2 -0.2 0.1
H -0.738545 -1.969937 0.966698 0.2 2.4 0.4
H 1.755062 0.842193 -1.037739 -0.9 0.2 0.9
H 1.415996 1.206639 0.768820 -0.1 0.5 0.6
H -0.802351 1.302424 0.017746 0.1 -1.3 0.8